No. 1
The following is a DFT calculation (wB97M-V/def2-TZVPD) of a structure of composition C23H22LaN4O2S2.

Each line ends with the Löwdin charge.
CARTESIAN COORDINATES (ANGSTROEM)
La (-1.2549, 0.5850, 0.5593)  1.63
C (3.8581, -5.2236, -3.0889)  -0.03
C (3.4573, -3.9177, -2.4736)  -0.26
C (3.6293, -2.6707, -2.9825)  -0.03
C (2.8034, -1.6527, -2.5816)  -0.05
C (2.1933, -1.7191, -1.3432)  -0.27
C (2.2431, -2.9275, -0.5782)  -0.05
C (2.8322, -3.9737, -1.2212)  -0.05
S (1.7125, -0.1836, -0.5718)  0.69
O (2.9095, 0.6133, -0.4737)  -0.25
O (0.4654, 0.4065, -1.2160)  -0.55
N (0.9142, -0.3518, 0.8368)  -0.33
C (1.6386, -0.3770, 1.9847)  -0.29
C (2.9622, -0.8230, 2.2120)  -0.03
C (3.6437, -0.5233, 3.3574)  -0.08
C (3.0500, 0.0757, 4.4479)  0.00
C (1.5926, 0.2762, 4.4267)  -0.15
C (0.8658, 0.6033, 5.5590)  0.02
C (-0.5302, 0.7344, 5.3796)  -0.02
C (-1.1013, 0.7695, 4.0814)  -0.14
N (-0.3921, 0.3609, 3.0350)  -0.05
C (0.9570, 0.0527, 3.1774)  -0.15
H (3.8404, -5.9614, -2.2744)  0.08
H (4.8673, -5.1288, -3.5234)  0.09
H (3.2248, -5.5413, -3.9090)  0.09
H (4.3280, -2.5599, -3.7736)  0.12
H (2.7429, -0.7287, -3.1826)  0.14
H (1.7327, -3.0578, 0.4063)  0.13
H (2.7237, -4.9657, -0.7697)  0.12
H (3.3972, -1.4688, 1.4761)  0.10
H (4.6477, -0.9143, 3.5272)  0.12
H (3.5580, 0.1748, 5.3718)  0.10
H (1.3797, 0.7386, 6.5014)  0.13
H (-1.1899, 0.9378, 6.2195)  0.11
H (-2.0420, 1.2123, 3.8589)  0.06
H (-2.5625, 1.7451, 1.6531)  -0.21
N (-4.5759, 0.9252, -0.4653)  0.19
C (-3.5102, 0.3167, -0.9851)  -0.92
S (-2.8982, -1.2514, -0.5361)  0.58
N (-2.6789, 1.0917, -1.7455)  -0.05
C (-3.1539, 2.3851, -2.3063)  -0.25
C (-2.8480, 3.5205, -1.5305)  -0.02
C (-3.5615, 4.7494, -1.7231)  -0.05
C (-4.6492, 4.7212, -2.5607)  -0.05
C (-4.8168, 3.5935, -3.4305)  -0.05
C (-4.1076, 2.4287, -3.3026)  -0.04
H (-5.0488, 0.4560, 0.2507)  0.11
H (-4.5505, 1.9135, -0.4895)  0.10
H (-2.0984, 0.5756, -2.4227)  0.15
H (-2.0273, 3.4713, -0.8421)  0.09
H (-3.2836, 5.7322, -1.3530)  0.12
H (-5.3232, 5.6104, -2.6370)  0.13
H (-5.5645, 3.6456, -4.1780)  0.10
H (-4.4014, 1.4992, -3.8508)  0.15

Properties
LUMO   -3.50 eV
Net charge   +1
Relative energy (zero: lowest compared OMol25 entry of this formula, charge and spin)   0.0 kcal/mol
Frontier orbital gap   6.751 eV
M   589.50 g mol⁻¹
Total energy   -2086.88910 hartree

No. 2
The following is a DFT calculation (wB97M-V/def2-TZVPD) of an isolated molecule of C23H22N2O2.

Each line ends with the natural charge from an NBO analysis.
CARTESIAN COORDINATES (ANGSTROEM)
C (2.6051, -2.4544, 3.5679)  -0.41
N (1.4946, -3.4453, 3.4539)  -0.46
C (1.3729, -4.1325, 2.1748)  -0.28
C (1.0140, -3.2181, 1.0840)  0.00
C (0.7479, -2.4037, 0.2287)  -0.03
C (0.3882, -1.3957, -0.7215)  -0.11
C (-0.8390, -0.7279, -0.5506)  -0.18
C (-1.2319, 0.2952, -1.4415)  -0.15
C (-0.3557, 0.6971, -2.4695)  -0.04
C (-0.7104, 1.7982, -3.4589)  -0.43
C (-0.5199, 3.1965, -2.8657)  -0.12
C (0.8806, 3.5100, -2.3902)  0.78
O (1.0334, 3.9198, -1.2669)  -0.56
O (1.9523, 3.2657, -3.2239)  -0.69
N (-0.9561, 4.2021, -3.8716)  -0.35
C (-0.4544, 4.3299, -5.1523)  -0.08
C (-1.2262, 5.2375, -5.8359)  -0.29
C (-2.2360, 5.7297, -4.9316)  -0.30
C (-2.0552, 5.0563, -3.7429)  -0.06
C (0.8544, 0.0163, -2.6347)  -0.20
C (1.2631, -0.9804, -1.7255)  -0.17
C (0.4433, -3.3660, 4.3674)  0.27
C (0.7678, -3.2714, 5.7576)  -0.28
C (-0.2134, -3.1226, 6.7046)  -0.20
C (-1.5327, -3.1100, 6.3259)  -0.25
C (-1.8815, -3.3349, 4.9594)  -0.19
C (-0.9049, -3.4167, 3.9698)  -0.31
H (3.1989, -2.5685, 4.4948)  0.20
H (3.2742, -2.6533, 2.7254)  0.21
H (2.2291, -1.3992, 3.5017)  0.20
H (2.2786, -4.6287, 1.8604)  0.22
H (0.6698, -4.9562, 2.3098)  0.24
H (-1.4715, -1.0636, 0.2084)  0.22
H (-2.2179, 0.7512, -1.3847)  0.21
H (-1.7246, 1.6701, -3.8399)  0.23
H (-0.0718, 1.7111, -4.3171)  0.22
H (-1.2024, 3.2955, -1.9963)  0.24
H (2.7511, 3.5090, -2.7344)  0.50
H (0.4179, 3.8329, -5.5302)  0.22
H (-1.0865, 5.5090, -6.8684)  0.22
H (-3.0473, 6.3880, -5.1775)  0.22
H (-2.6851, 5.1515, -2.8734)  0.22
H (1.5183, 0.3399, -3.4441)  0.22
H (2.2087, -1.4735, -1.7995)  0.22
H (1.8159, -3.2813, 6.0288)  0.21
H (-0.0341, -3.0475, 7.7861)  0.22
H (-2.3285, -2.9576, 7.0776)  0.21
H (-2.9663, -3.4384, 4.7305)  0.21
H (-1.2268, -3.5648, 2.9313)  0.22

Properties
LUMO   0.60 eV
SMILES   CN(CC#Cc1ccc(C[C@@H](C(=O)O)n2cccc2)cc1)c1ccccc1
Relative energy (zero: lowest compared OMol25 entry of this formula, charge and spin)   82.9 kcal/mol
Frontier orbital gap   8.374 eV
M   358.44 g mol⁻¹
Total energy   -1149.55573 hartree

No. 3
The following is a DFT calculation (wB97M-V/def2-TZVPD) of a structure of composition C23H22N2O2Ta.

Each line ends with the natural charge from an NBO analysis.
CARTESIAN COORDINATES (ANGSTROEM)
Ta (0.3517, 0.2101, -0.1868)  2.43
O (1.6658, 0.9078, 0.9493)  -0.72
C (2.6540, 0.6324, 1.8401)  0.41
C (3.3888, 1.6309, 2.4334)  -0.26
C (4.3958, 1.2540, 3.3209)  -0.05
C (4.6584, -0.0867, 3.6170)  -0.21
C (3.9004, -1.0759, 3.0308)  -0.06
C (2.8743, -0.7296, 2.1222)  -0.25
C (2.0213, -1.7247, 1.6098)  0.28
N (0.9993, -1.5831, 0.7810)  -0.65
C (0.1660, -2.8147, 0.6476)  -0.24
C (-0.8350, -2.5827, -0.4715)  -0.24
N (-1.2834, -1.1797, -0.3340)  -0.64
C (-2.5605, -0.9217, -0.2291)  0.24
C (-3.1490, 0.3401, 0.0672)  -0.17
C (-4.5506, 0.4656, 0.1020)  -0.11
C (-5.1279, 1.6567, 0.4889)  -0.19
C (-4.3185, 2.7273, 0.8744)  -0.07
C (-2.9279, 2.6285, 0.8726)  -0.24
C (-2.3681, 1.4443, 0.4598)  0.31
O (-1.0080, 1.2803, 0.4631)  -0.70
H (3.1882, 2.6720, 2.2206)  0.26
H (4.9877, 2.0259, 3.7962)  0.26
H (5.4468, -0.3397, 4.3118)  0.27
H (4.0787, -2.1193, 3.2607)  0.25
H (2.1975, -2.7371, 1.9719)  0.24
H (-0.3438, -2.9826, 1.5973)  0.24
H (0.8007, -3.6739, 0.4300)  0.25
H (-1.6727, -3.2761, -0.4116)  0.26
H (-0.3537, -2.7173, -1.4429)  0.21
H (-3.2454, -1.7611, -0.3479)  0.24
H (-5.1690, -0.3797, -0.1740)  0.25
H (-6.2037, 1.7583, 0.5096)  0.27
H (-4.7771, 3.6540, 1.1940)  0.26
H (-2.3041, 3.4510, 1.1950)  0.26
C (-1.0927, -1.1803, -3.6813)  -0.67
C (-0.1826, -0.2422, -2.9563)  0.08
C (1.1325, -0.6131, -2.5906)  -0.26
C (2.0376, 0.3345, -2.0939)  -0.22
C (1.6169, 1.6544, -1.8603)  -0.24
C (0.2928, 2.0146, -2.1390)  -0.19
C (-0.5925, 1.0712, -2.6688)  -0.15
H (-1.5731, -1.8951, -3.0113)  0.25
H (-0.5285, -1.7566, -4.4157)  0.28
H (-1.8774, -0.6317, -4.1984)  0.27
H (1.4742, -1.6242, -2.7824)  0.29
H (3.0578, 0.0425, -1.8690)  0.30
H (2.3159, 2.3839, -1.4713)  0.30
H (-0.0469, 3.0229, -1.9345)  0.30
H (-1.6107, 1.3656, -2.8968)  0.27

Properties
LUMO   -11.26 eV
Net charge   +3
Relative energy (zero: lowest compared OMol25 entry of this formula, charge and spin)   1.4 kcal/mol
Frontier orbital gap   6.799 eV
M   539.39 g mol⁻¹
Total energy   -1205.77248 hartree

No. 4
The following is a DFT calculation (wB97M-V/def2-TZVPD) of a structure of composition C23H22N5S7SeYb.

Each line ends with the natural charge from an NBO analysis.
CARTESIAN COORDINATES (ANGSTROEM)
Yb (8.3414, 10.1461, 12.6884)  1.16
S (14.4297, 5.1450, 12.5341)  -0.29
C (13.1173, 6.2058, 12.5529)  -0.57
S (13.2626, 7.9235, 12.4896)  0.46
C (11.5881, 8.3731, 12.7209)  -0.41
C (10.7096, 7.3343, 12.6883)  -0.40
S (8.9758, 7.4026, 12.6946)  -0.38
S (11.4688, 5.7549, 12.6041)  0.48
S (11.1483, 10.0918, 12.8595)  -0.49
S (7.2926, 12.8099, 14.1928)  0.65
C (8.8960, 12.9223, 14.7817)  0.03
N (9.0599, 12.6106, 16.1017)  -0.52
C (10.2762, 12.5301, 16.6780)  0.08
C (11.4006, 12.6452, 15.9660)  -0.31
C (11.2871, 12.9023, 14.5705)  -0.08
C (10.0792, 13.0964, 13.9854)  -0.29
H (8.2594, 12.2706, 16.6338)  0.45
H (10.3454, 12.3881, 17.7583)  0.23
H (12.3455, 12.5032, 16.4795)  0.22
H (12.1965, 12.9163, 14.0012)  0.23
H (9.9417, 13.3701, 12.9445)  0.27
Se (4.9756, 9.1233, 9.9547)  0.74
N (5.5430, 9.2221, 8.2141)  -0.70
C (6.8399, 9.5350, 8.3349)  0.06
C (7.7912, 9.6978, 7.2894)  -0.25
C (9.1254, 9.9846, 7.5899)  -0.31
C (9.4929, 10.1969, 8.9398)  0.03
N (8.6556, 10.1138, 9.9740)  -0.52
C (7.3692, 9.7393, 9.6777)  0.30
N (6.5362, 9.5597, 10.7150)  -0.76
H (7.4176, 9.6374, 6.2822)  0.20
H (9.8608, 10.1550, 6.7867)  0.20
H (10.5118, 10.4537, 9.1444)  0.19
C (7.3171, 13.2899, 10.2967)  -0.60
C (6.8089, 13.5549, 11.7089)  0.10
C (5.2995, 13.2760, 11.6874)  -0.63
C (7.0827, 15.0513, 12.0646)  -0.63
N (7.4899, 12.6083, 12.5711)  -0.96
H (6.9118, 14.0347, 9.6099)  0.19
H (6.9834, 12.3108, 9.9455)  0.23
H (8.3804, 13.2399, 10.2513)  0.21
H (4.7567, 13.9725, 11.0324)  0.19
H (4.8583, 13.3032, 12.6772)  0.20
H (5.0728, 12.2698, 11.3163)  0.23
H (6.6140, 15.7255, 11.3023)  0.20
H (8.1577, 15.2046, 12.0525)  0.20
H (6.7357, 15.3237, 13.0798)  0.20
S (6.3565, 9.5173, 15.0374)  -0.43
C (7.6578, 9.5381, 16.2392)  -0.12
C (8.9721, 9.0933, 15.9507)  -0.30
C (9.9833, 9.1953, 16.8738)  -0.14
C (9.7740, 9.7714, 18.1289)  -0.32
C (8.5141, 10.2443, 18.4448)  -0.25
C (7.4789, 10.1169, 17.5196)  -0.32
H (9.1865, 8.6414, 14.9747)  0.25
H (10.9915, 8.8666, 16.6701)  0.21
H (10.6051, 9.8730, 18.8374)  0.19
H (8.2998, 10.7247, 19.4225)  0.19
H (6.4721, 10.5435, 17.6965)  0.21

Properties
LUMO (alpha / beta)   3.87 / 3.87 eV
Net charge   -2
2S+1   2
Relative energy (zero: lowest compared OMol25 entry of this formula, charge and spin)   9.4 kcal/mol
Frontier orbital gap (alpha / beta)   4.698 / 5.092 eV
M   844.93 g mol⁻¹
Total energy   -7510.97687 hartree